# C4H4O4

The molecule C4H4O4 (ωB97M-V/def2-TZVPD, the Open Molecules 2025 dataset).

Last column: Löwdin charge in e.
CARTESIAN COORDINATES (ANGSTROEM)
O1 1.56 1.78 1.14  0.12
C1 0.75 1.02 0.61  -0.47
C2 0.13 -0.09 1.37  -0.02
O2 -0.06 -1.29 0.61  0.09
C3 -0.31 -1.20 -0.67  -0.55
O3 -0.49 -2.13 -1.38  0.17
C4 -0.38 0.09 -1.27  -0.05
O4 0.28 1.17 -0.60  0.05
H1 0.70 -0.43 2.20  0.14
H2 -0.84 0.32 1.66  0.16
H3 -1.44 0.60 -1.39  0.20
H4 0.11 0.15 -2.28  0.17

Orbital gap = 11.237 eV
SMILES = O=C1COC(=O)CO1
HOMO = -10.849 eV

# B5CuF12H8

A structure of composition B5CuF12H8 (ωB97M-V/def2-TZVPD, the Open Molecules 2025 dataset).

Last column: Löwdin charge in e.
CARTESIAN COORDINATES (ANGSTROEM)
Cu1 22.99 -4.47 -2.31  0.81
B1 26.15 -4.31 -1.68  -0.31
H1 25.55 -4.96 -1.06  -0.07
H2 27.11 -4.10 -1.24  -0.07
H3 26.25 -4.78 -2.65  -0.04
H4 25.61 -3.38 -1.78  -0.05
B2 21.76 -2.45 -0.48  -0.26
H5 22.70 -2.00 -0.73  -0.04
H6 21.86 -3.48 -0.17  -0.03
H7 21.22 -2.02 0.35  -0.05
H8 21.17 -2.39 -1.38  -0.02
B3 24.26 -7.91 -3.81  -1.32
F1 23.82 -7.49 -2.56  0.11
F2 24.21 -6.82 -4.70  0.07
F3 25.58 -8.34 -3.95  0.07
F4 23.51 -9.02 -4.18  0.10
B4 19.41 -5.87 -2.66  -1.42
F5 20.25 -4.98 -3.26  0.14
F6 18.24 -5.23 -2.33  0.11
F7 19.18 -6.97 -3.47  0.11
F8 20.03 -6.24 -1.50  0.12
B5 22.58 -1.73 -5.70  -1.28
F9 23.04 -2.73 -4.87  0.13
F10 23.46 -1.69 -6.81  0.04
F11 21.26 -2.02 -6.08  0.08
F12 22.65 -0.43 -5.17  0.06

Orbital gap (spin up / spin down) = 9.846 / 3.876 eV
Net charge = -3
Multiplicity = 2
HOMO (spin up / spin down) = -3.018 / -1.771 eV

Let's list maximum force in order: 5.65 5.24 eV/Å.
Let's list M in order: 116.07 353.65 g/mol.